Entry 1:
DFT (ωB97M-V/def2-TZVPD) results for 2 unconnected molecules or ions with the total composition C3H5F2NS at a distorted geometry.

The geometry in XYZ format:
```
12
Properties=species:S:1:pos:R:3:forces:R:3
C -1.7397 0.1593 -0.5371 -1.2 2.7 0.8
C 0.6519 -0.8911 1.2580 -1.5 3.8 -1.3
C -1.3882 -1.1727 -0.1565 2.4 -0.1 4.1
N -1.1666 0.6546 -1.6679 -0.3 0.9 -0.9
F -0.9544 -2.0259 -1.0337 0.0 -0.7 -1.1
F -2.0723 -1.7963 0.8221 0.0 0.5 -1.2
S -2.6907 1.1930 0.4587 1.2 -1.5 -1.1
H 1.5200 -0.7841 0.5794 -0.7 0.7 0.5
H 0.3813 -0.1415 2.1039 0.6 -1.2 -2.0
H 0.5785 -1.8518 1.5330 -0.6 -3.5 1.2
H -1.0626 0.1186 -2.5205 0.2 -0.6 0.5
H -1.4078 1.6280 -1.9154 0.1 -0.9 0.7
```
Forces are in eV/Å.

Calculated values
- E_LUMO: -1.3539 eV
- Energy: -769.84874 Eh
- E_HOMO: -8.367 eV

---

Entry 2:
DFT (ωB97M-V/def2-TZVPD) results for a molecular structure, C3H5F3P at a distorted geometry.

The geometry in XYZ format:
```
12
Properties=species:S:1:pos:R:3:forces:R:3
C 0.5994 -0.3234 0.1159 -2.3 -2.2 1.5
C 0.3228 0.8256 -0.3841 -3.6 -0.9 2.0
C 1.8759 -1.0304 0.0886 1.3 -1.3 0.6
F -2.5410 1.6681 1.3103 1.3 -0.4 -1.9
F -2.8992 1.6203 -1.1409 1.7 -0.7 1.7
F -2.4083 -0.3817 0.1491 0.2 0.1 -0.2
P -1.9280 1.0648 -0.0161 -0.7 0.8 -0.4
H -0.2745 -0.9429 0.5312 1.6 0.9 -0.2
H 0.7729 1.3757 -1.0865 1.0 3.0 -2.3
H 2.1798 -1.2705 1.1504 -0.2 0.6 -1.0
H 2.7348 -0.5528 -0.4722 -1.2 -0.7 0.6
H 1.5653 -2.0528 -0.2458 0.8 0.7 -0.4
```
Forces are in eV/Å.

Calculated values
- E_LUMO: -6.1945 eV
- Energy: -757.98100 Eh
- E_HOMO: -16.037 eV
- Net charge: +1